Entry 1:
{
  "formula": "C12H12N6O4Pd",
  "method": "ωB97M-V with the def2-TZVPD basis set",
  "gap_ev": 6.623,
  "fmax_ev_per_a": 0.62,
  "e_above_lowest_kj_mol": 51.1,
  "energy_ha": -1221.97332,
  "charge": -2,
  "symbols": ["Pd", "N", "C", "C", "O", "O", "H", "H", "H", "H", "N", "C", "O", "C", "C", "N", "C", "N", "H", "H", "N", "C", "O", "C", "C", "C", "C", "N", "C", "H", "H", "H", "H", "H", "H"],
  "positions_angstrom": [[-0.61255, 0.40383, -0.67074], [-0.09399, 3.01318, -0.68360], [1.03083, 3.19139, -1.59030], [2.01445, 1.99645, -1.60501], [3.11211, 2.22273, -2.13825], [1.62350, 0.90574, -1.10041], [-0.74166, 3.78892, -0.70920], [0.20650, 2.88348, 0.27482], [1.63978, 4.08195, -1.39390], [0.64442, 3.28503, -2.60950], [1.40045, -0.05982, 1.88671], [0.37839, 0.74633, 2.31625], [-0.54950, 1.04107, 1.54039], [0.42100, 1.20249, 3.68187], [1.49488, 0.86349, 4.52650], [2.38493, 0.55900, 5.20562], [-0.60537, 2.01995, 4.20152], [-1.42859, 2.69077, 4.66285], [2.26194, -0.03235, 2.40719], [1.48900, -0.10766, 0.87770], [1.23928, -3.51497, -1.66193], [-0.06695, -3.81068, -1.30581], [-0.36364, -4.95411, -0.96582], [-1.01251, -2.69808, -1.37669], [-2.20968, -2.71774, -0.61095], [-2.92790, -1.56656, -0.51519], [-2.50565, -0.39866, -1.24447], [-1.56524, -0.48086, -2.25483], [-0.73529, -1.55132, -2.11431], [1.89961, -4.22621, -1.39633], [1.54823, -2.56243, -1.54070], [-2.47989, -3.61752, -0.07398], [-3.80963, -1.49973, 0.11046], [-3.20040, 0.42925, -1.34714], [0.11913, -1.52638, -2.78284]],
  "atomic_forces_ev_per_a": [[-0.6, 0.0, -0.1], [0.0, 0.1, 0.0], [0.0, 0.0, 0.1], [0.0, 0.0, -0.1], [0.0, 0.0, 0.0], [0.1, -0.1, 0.2], [0.0, 0.0, 0.0], [0.0, -0.1, 0.0], [0.0, 0.0, 0.0], [0.0, 0.0, 0.0], [0.0, 0.0, 0.0], [0.1, -0.1, 0.0], [0.1, 0.0, 0.1], [0.0, 0.1, 0.0], [-0.1, -0.1, 0.0], [0.0, 0.0, 0.0], [0.0, 0.0, 0.0], [0.0, 0.0, 0.0], [0.0, 0.0, 0.0], [0.1, 0.1, -0.1], [0.0, 0.0, 0.0], [0.0, -0.1, -0.1], [0.0, 0.0, 0.0], [-0.1, 0.1, 0.0], [0.0, 0.1, 0.0], [0.0, -0.1, 0.0], [0.3, 0.1, 0.3], [0.2, 0.0, -0.1], [0.0, -0.1, -0.2], [0.0, 0.0, 0.0], [0.0, 0.0, 0.0], [0.0, 0.0, 0.0], [0.0, 0.0, 0.0], [-0.1, -0.1, 0.0], [0.0, 0.0, 0.0]]
}


Entry 2:
{
  "formula": "H2INO2S",
  "method": "ωB97M-V with the def2-TZVPD basis set",
  "gap_ev": 8.485,
  "fmax_ev_per_a": 0.68,
  "e_above_lowest_kj_mol": 14.7,
  "energy_ha": -902.28525,
  "charge": 0,
  "symbols": ["N", "O", "O", "S", "I", "H", "H"],
  "positions_angstrom": [[-0.87404, 0.01616, -0.48514], [1.80500, 1.09202, 0.47886], [1.56327, -1.20538, 1.28163], [1.32225, 0.19182, 1.49092], [-2.88867, -0.20444, -0.90066], [-0.38054, -0.75510, -0.92675], [-0.54726, 0.86491, -0.93885]],
  "atomic_forces_ev_per_a": [[-0.1, 0.0, 0.2], [-0.2, -0.1, 0.4], [-0.1, 0.2, 0.2], [0.2, -0.1, -0.6], [0.5, 0.1, 0.0], [-0.1, 0.0, -0.1], [-0.2, 0.0, -0.1]]
}


Entry 3:
{
  "formula": "C6H13NO",
  "method": "ωB97M-V with the def2-TZVPD basis set",
  "gap_ev": [8.583, 7.083],
  "fmax_ev_per_a": 3.54,
  "e_above_lowest_kj_mol": 445.1,
  "energy_ha": -366.26437,
  "charge": 0,
  "symbols": ["C", "C", "N", "C", "O", "H", "H", "H", "H", "H", "H", "H", "C", "C", "C", "H", "H", "H", "H", "H", "H"],
  "positions_angstrom": [[1.54467, -1.01170, 0.45105], [0.60684, 0.04914, -0.14065], [0.84239, 0.07691, -1.58724], [0.87561, 1.36681, 0.47800], [2.01611, 2.04168, 0.23555], [2.65100, 1.45383, -0.19832], [0.84746, -0.84866, -1.99589], [0.13812, 0.63032, -2.06030], [0.12364, 2.05178, 0.83073], [1.41761, -1.08703, 1.53016], [1.33978, -1.98994, 0.01061], [2.58901, -0.77749, 0.22999], [-2.00041, 0.76876, -0.12913], [-0.95091, -0.22072, 0.39343], [-1.39127, -1.56083, 0.40877], [-0.62677, 0.19057, 1.44638], [-1.96562, 0.82430, -1.21952], [-3.00465, 0.44117, 0.14074], [-1.88075, 1.78380, 0.24883], [-2.44284, -1.79488, 0.31388], [-0.72903, -2.38784, 0.61291]],
  "atomic_forces_ev_per_a": [[-0.3, -0.1, -0.1], [-1.4, -0.5, 0.1], [0.0, 0.2, 0.2], [0.1, 0.7, 0.0], [0.7, -0.1, -0.2], [-0.1, 0.1, -0.1], [-0.1, 0.0, 0.1], [0.1, 0.0, 0.0], [-0.2, -0.2, 0.0], [0.0, 0.0, 0.0], [0.0, 0.0, 0.0], [-0.1, 0.1, 0.0], [0.2, 0.0, -0.3], [2.3, 2.4, 1.2], [-0.4, -1.5, -0.1], [-0.9, -1.0, -0.8], [-0.1, 0.0, -0.1], [0.0, -0.1, 0.1], [0.1, -0.1, 0.0], [0.0, 0.0, 0.0], [0.0, 0.0, 0.0]]
}


Entry 4:
{
  "formula": "C2H6N4OS",
  "method": "ωB97M-V with the def2-TZVPD basis set",
  "gap_ev": 8.996,
  "fmax_ev_per_a": 4.35,
  "e_above_lowest_kj_mol": 717.3,
  "energy_ha": -772.02505,
  "charge": 0,
  "symbols": ["C", "C", "N", "N", "N", "N", "O", "S", "H", "H", "H", "H", "H", "H"],
  "positions_angstrom": [[0.38467, -2.14174, -0.36728], [0.37758, 2.32070, -0.17841], [1.02804, -1.09592, 0.22362], [-0.06537, 1.41990, 0.56408], [-0.35450, -1.27081, 0.54118], [-2.59601, 0.20396, 0.55870], [-1.19176, 0.17446, -1.60363], [-1.35880, -0.05634, -0.16101], [0.30869, -2.06161, -1.40502], [0.61252, -3.17506, 0.04960], [0.47264, 2.20010, -1.24484], [0.76653, 3.11178, 0.35841], [1.61557, -1.23099, 1.08522], [0.00021, 1.60155, 1.57938]],
  "atomic_forces_ev_per_a": [[0.3, -3.5, 1.5], [0.3, -0.8, -0.1], [2.8, 2.9, 1.7], [-0.2, -1.0, 0.4], [-0.4, -0.3, -0.2], [1.6, -0.7, -0.2], [1.5, -0.6, 1.2], [-3.6, 1.1, -0.3], [-0.6, 0.1, -1.5], [-0.8, 1.2, -0.7], [-0.4, 0.0, -0.2], [1.0, 2.3, 0.3], [-1.0, -0.4, -1.2], [-0.4, -0.2, -0.7]]
}


Entry 5:
{
  "formula": "C2H2FN3O",
  "method": "ωB97M-V with the def2-TZVPD basis set",
  "gap_ev": 10.069,
  "smiles": "Nc1nonc1F",
  "fmax_ev_per_a": 5.78,
  "e_above_lowest_kj_mol": 229.8,
  "energy_ha": -416.66956,
  "charge": 0,
  "symbols": ["N", "C", "N", "O", "N", "C", "F", "H", "H"],
  "positions_angstrom": [[-0.60101, 1.08827, -0.98268], [-0.38410, -0.00179, -0.25012], [-1.04123, -1.07928, -0.07804], [-0.35009, -1.93164, 0.75938], [0.82600, -1.44348, 1.18522], [1.01132, -0.28969, 0.70166], [2.01150, 0.53317, 0.85645], [0.07227, 1.83113, -0.93020], [-1.54466, 1.29331, -1.26168]],
  "atomic_forces_ev_per_a": [[-0.3, 0.5, -0.5], [4.4, -1.8, 3.3], [-0.7, 0.7, -0.7], [-0.3, -0.5, 0.1], [1.3, 0.6, 0.4], [-4.4, 0.4, -2.8], [0.2, -0.2, 0.2], [-0.2, 0.1, 0.0], [0.1, 0.1, -0.1]]
}


Entry 6:
{
  "formula": "C5H10O2",
  "method": "ωB97M-V with the def2-TZVPD basis set",
  "gap_ev": 9.233,
  "smiles": "C=C/C=C(/C)O.O",
  "fmax_ev_per_a": 1.61,
  "e_above_lowest_kj_mol": 215.7,
  "energy_ha": -346.94328,
  "charge": 0,
  "symbols": ["C", "C", "C", "C", "C", "O", "H", "H", "H", "H", "H", "H", "H", "H", "O", "H", "H"],
  "positions_angstrom": [[1.32193, 2.59991, 1.16101], [0.01186, 2.54206, 0.90106], [-0.91356, 1.48027, 1.26628], [-0.66808, 0.16299, 1.17758], [-1.62683, -0.96164, 1.39218], [0.46382, -0.31934, 0.58088], [1.91237, 3.47415, 0.92064], [1.81585, 1.78304, 1.68039], [-0.38830, 3.40043, 0.36434], [-1.92711, 1.77091, 1.52474], [-2.12095, -0.85072, 2.36162], [-1.06694, -1.88637, 1.49329], [-2.38215, -0.96841, 0.63205], [1.09118, 0.39955, 0.40132], [1.03392, -4.06081, -4.86785], [0.96990, -4.50980, -5.71357], [1.69672, -3.36934, -4.93638]],
  "atomic_forces_ev_per_a": [[-0.2, -0.4, 0.1], [0.5, 0.5, -0.1], [-0.4, -0.4, 0.2], [0.4, 0.3, -1.3], [0.2, 0.4, 1.5], [0.4, -0.1, 0.5], [0.0, -0.1, -0.2], [0.1, 0.2, 0.2], [-0.3, -0.1, 0.2], [0.1, 0.0, 0.2], [-0.2, 0.2, -0.1], [-0.1, -0.2, -0.5], [-0.3, -0.3, -0.5], [-0.3, 0.0, 0.0], [-0.2, -0.1, 0.4], [0.2, 0.2, -0.1], [0.0, -0.1, -0.3]]
}


Entry 7:
{
  "formula": "C5H7NO",
  "method": "ωB97M-V with the def2-TZVPD basis set",
  "gap_ev": 9.658,
  "fmax_ev_per_a": 0.74,
  "e_above_lowest_kj_mol": 346.4,
  "energy_ha": -324.59252,
  "charge": 0,
  "symbols": ["C", "C", "C", "O", "C", "C", "N", "H", "H", "H", "H", "H", "H", "H"],
  "positions_angstrom": [[-1.67423, 0.28320, 0.52872], [-0.43424, -0.40276, 0.04212], [-0.21318, -1.69152, -0.26099], [1.09861, -1.92111, -0.63831], [1.87235, -0.78907, -0.54268], [0.88311, 0.23721, -0.18173], [1.22743, 1.47868, 0.40239], [-2.49696, -0.42762, 0.66935], [-2.01496, 1.05557, -0.17597], [-1.47944, 0.78193, 1.48807], [-0.86917, -2.55818, -0.27765], [1.08287, 0.18573, -1.37567], [0.70204, 2.26051, 0.02015], [2.22465, 1.64984, 0.30015]],
  "atomic_forces_ev_per_a": [[0.0, 0.0, 0.0], [0.2, -0.4, -0.1], [-0.1, 0.3, 0.0], [0.0, 0.4, 0.1], [-0.7, -0.1, 0.2], [0.1, -0.3, -0.1], [0.1, 0.1, -0.3], [0.2, 0.1, 0.0], [0.1, -0.2, 0.1], [0.0, -0.1, -0.2], [0.2, 0.3, 0.0], [-0.1, 0.1, 0.1], [0.1, -0.2, 0.1], [-0.2, 0.0, 0.1]]
}


Q: Which formula does entry 2 have?
A: H2INO2S